This record from the OMol25 dataset describes a molecular structure, C24H31GeIrN7O2S2Se at a distorted geometry. The level of theory is ωB97M-V with the def2-TZVPD basis set.

Last column: Mulliken spin population.
CARTESIAN COORDINATES (ANGSTROEM)
1 Se 2.07255 0.82909 0.87366  0.410
2 H 1.24425 -6.29601 -3.88384  0.000
3 H 3.85635 1.34739 2.49306  0.015
4 C 1.06335 -1.13851 4.33396  0.002
5 C 1.09145 2.17549 4.56766  0.006
6 C -3.40275 -0.11871 4.50746  0.031
7 C -2.77235 -0.89221 -2.45994  -0.006
8 H 3.42135 0.64779 -4.24074  0.000
9 H 3.02055 3.14349 0.61536  0.013
10 Ge 2.15405 0.51479 4.33046  0.017
11 H 4.35855 1.29409 5.39696  0.000
12 C -2.22655 1.28119 2.40206  0.121
13 H -3.13175 2.78779 -1.31424  -0.003
14 C -2.85075 1.96919 3.44876  -0.045
15 H -0.10125 3.34039 -5.03954  0.000
16 C -2.46375 2.88909 -2.15864  0.005
17 C 3.09845 0.56259 2.47136  0.010
18 C -2.79125 -0.81271 3.48696  0.003
19 N 2.58895 0.78599 -3.68144  -0.001
20 C 2.03255 2.76769 0.88266  -0.007
21 C -0.49815 2.33689 -3.16864  0.004
22 H 1.75365 3.09959 1.88136  0.003
23 H 3.30715 -6.00931 -2.99364  0.000
24 H -3.87095 -0.66541 5.30876  0.002
25 C -0.72545 -1.91301 -2.51464  0.009
26 H 1.29205 3.09989 0.15676  -0.007
27 C -2.18985 -0.13121 2.42206  0.098
28 C -0.16285 -3.73621 -4.16584  0.002
29 H -3.40315 -0.13501 -2.00994  -0.004
30 N 1.07465 0.73859 -2.13524  -0.020
31 H 4.32035 -0.46551 5.28316  0.000
32 H 2.83415 -0.45051 -1.95364  0.001
33 C 1.67935 -5.28711 -3.78204  0.000
34 C -1.12785 -2.78001 -3.52244  -0.005
35 C 3.73035 0.41649 5.51186  0.002
36 H -3.68935 4.28389 -3.27874  0.000
37 H 3.59665 -0.40271 2.37166  0.003
38 H 0.29145 -1.13211 3.56986  0.003
39 H -2.74925 -3.31601 -4.81744  0.000
40 S -1.42525 -1.07781 1.19046  0.421
41 C -3.25985 -1.71291 -3.46674  -0.001
42 H 0.58445 -1.23981 5.30376  0.000
43 N 1.64815 1.61929 -4.09514  -0.001
44 C -2.42165 -2.66421 -4.02244  0.000
45 H 0.28275 2.26769 3.84706  -0.001
46 Ir -0.56995 0.58239 -0.48534  -0.390
47 S -1.52595 2.21849 1.12376  0.245
48 O -0.14165 -3.88301 -5.36544  0.000
49 H 0.27925 -1.95571 -2.11274  -0.002
50 H 1.72875 3.05429 4.51096  0.000
51 H -4.27485 -1.59591 -3.81074  0.001
52 N -1.52555 -0.98081 -2.00474  -0.032
53 H -2.87985 3.04899 3.40576  -0.001
54 H 0.57535 -4.30461 -2.31654  0.000
55 N 0.68355 -4.35371 -3.31634  0.000
56 C -3.43095 1.27819 4.49246  0.092
57 N -1.92455 3.87839 -4.23914  0.002
58 H 3.41905 0.35639 6.54996  0.000
59 H -3.92015 1.82459 5.28386  0.004
60 H -2.77485 -1.89201 3.47106  -0.003
61 H 0.65085 2.15489 5.56136  0.000
62 C 2.24475 0.25299 -2.50464  0.013
63 H 2.00215 -4.94981 -4.77964  0.000
64 C -0.79825 3.20769 -4.22534  -0.001
65 O 2.71695 -5.26111 -2.84724  0.000
66 H 1.69995 -2.00591 4.18196  0.000
67 C -2.76235 3.72989 -3.23284  -0.001
68 C 0.73195 1.58199 -3.15344  0.000
69 N -1.33745 2.19199 -2.13884  -0.004

## Properties
HOMO level (alpha / beta), eV: -13.62 / -13.63
Maximum force, eV Å⁻¹: 2.4
Expectation value of S²: 1.124
Relative energy (zero: lowest compared OMol25 entry of this formula, charge and spin), kJ/mol: 452.0
Multiplicity: 2
Charge: +2